# 1
17
Properties=species:S:1:pos:R:3:lowdin_charge:R:1 method="wB97M-V/def2-TZVPD" charge=0 gap_ev=10.45 smiles="CNC(N)=O.C=C"
C 0.236 -1.542 -1.178 -0.08
N -0.404 -1.282 0.089 0.00
C 0.814 1.795 0.195 -0.08
C 2.065 1.587 -0.160 -0.08
H 0.161 -1.401 0.914 0.13
H 0.511 1.826 1.229 0.05
H -0.466 -1.251 -1.958 0.08
H 0.464 -2.605 -1.270 0.08
H 1.155 -0.961 -1.288 0.07
H 2.368 1.561 -1.194 0.05
H 2.851 1.442 0.565 0.04
N -1.854 -0.132 1.452 0.15
C -1.500 -0.472 0.165 -0.67
O -2.114 -0.077 -0.801 0.04
H -1.546 -0.703 2.221 0.09
H -2.769 0.278 1.548 0.10
H 0.029 1.937 -0.528 0.05


# 2
41
Properties=species:S:1:pos:R:3:lowdin_charge:R:1 method="wB97M-V/def2-TZVPD" charge=0 gap_ev=8.79 smiles=c1ccc(Cc2nc(-c3cnc(Oc4ccccc4)nc3)c[nH]2)cc1
N -0.307 0.493 1.828 0.15
N -1.774 -0.138 -2.694 0.17
N -3.184 -0.694 -0.973 0.17
O -3.829 -1.106 -3.091 0.05
C 0.772 0.911 2.445 -0.31
C -0.093 0.674 0.480 -0.26
C 1.181 1.134 0.254 -0.03
C -2.867 -0.664 -2.221 -0.46
C -0.845 0.339 -1.874 -0.04
C -2.299 -0.213 -0.093 -0.04
C -2.740 -3.573 -6.318 -0.11
C 4.836 2.653 5.052 -0.09
C -3.730 -2.593 -6.412 -0.09
C -2.063 -3.763 -5.126 -0.09
C 3.820 3.486 4.546 -0.08
C 4.608 1.257 5.168 -0.09
C -4.114 -1.807 -5.344 -0.01
C -2.373 -2.941 -4.022 0.00
C 2.586 2.894 4.166 -0.05
C 3.378 0.695 4.809 -0.06
C -3.404 -1.946 -4.131 -0.21
C -1.081 0.270 -0.509 -0.16
C 2.351 1.509 4.320 -0.24
N 1.723 1.289 1.521 0.10
C 0.997 0.906 3.935 -0.06
H 1.583 1.331 -0.739 0.11
H 0.120 0.703 -2.255 0.12
H -2.552 -0.202 0.971 0.12
H -2.327 -4.134 -7.144 0.10
H 5.771 3.116 5.404 0.10
H -4.245 -2.400 -7.358 0.11
H -1.273 -4.507 -5.030 0.10
H 3.909 4.565 4.439 0.10
H 5.367 0.556 5.610 0.12
H -4.867 -1.059 -5.499 0.11
H -1.896 -3.084 -3.073 0.10
H 1.799 3.498 3.702 0.12
H 3.286 -0.398 4.859 0.12
H 2.682 1.586 1.729 0.16
H 0.895 -0.128 4.300 0.13
H 0.200 1.487 4.367 0.12


# 3
43
Properties=species:S:1:pos:R:3:lowdin_charge:R:1 method="wB97M-V/def2-TZVPD" charge=0 gap_ev=7.84
C -3.866 -3.734 0.447 -0.04
H -3.125 -4.609 0.530 0.09
O -2.909 -2.525 0.400 -0.09
C -3.553 -1.408 0.243 -0.39
C -4.925 -1.295 -0.142 0.00
C -5.434 0.103 -0.084 -0.09
C -4.581 1.117 0.133 -0.14
C -3.171 1.018 0.108 -0.20
C -2.770 -0.284 0.285 -0.01
H -1.642 -0.569 0.584 0.18
C -2.216 2.324 0.356 -0.01
N -1.119 2.014 -0.635 -0.20
C 0.231 1.537 -0.093 -0.19
O 0.416 1.907 1.254 -0.12
C 1.316 1.384 -1.097 -0.03
C 2.505 0.954 -0.138 -0.17
C 3.299 1.545 0.720 -0.16
N 4.303 0.939 1.195 0.10
C 4.467 -0.110 0.422 -0.24
C 5.221 -1.232 0.719 0.03
C 4.976 -2.397 -0.269 -0.12
C 3.817 -2.356 -0.899 -0.25
C 3.047 -1.288 -1.119 -0.05
C 3.194 -0.211 -0.226 -0.17
H 2.215 -1.295 -2.099 0.18
H 3.874 -3.321 -1.657 0.15
H 5.703 -3.421 -0.114 0.16
H 6.127 -1.070 1.249 0.08
H 4.903 1.257 1.938 0.18
H 3.086 2.647 1.124 0.18
H 1.519 2.410 -1.618 0.17
H 0.974 0.577 -1.765 0.10
C -1.267 1.833 -1.922 -0.20
H -1.324 0.620 -2.289 0.16
H -2.318 2.142 -2.130 0.10
H -0.528 2.548 -2.501 0.12
H -2.610 3.085 -0.081 0.03
H -1.760 2.202 1.622 0.23
H -4.859 2.304 -0.135 0.16
H -6.539 0.512 -0.240 0.14
H -5.586 -1.997 0.082 0.02
H -4.829 -3.625 1.376 0.18
H -4.490 -3.867 -0.590 0.12


# 4
44
Properties=species:S:1:pos:R:3:lowdin_charge:R:1 method="wB97M-V/def2-TZVPD" charge=+1 gap_ev=8.58
Al 0.593 -0.227 0.144 0.06
O 2.253 -1.093 -0.195 0.00
C 2.488 -2.261 0.693 -0.07
C 1.807 -1.997 2.034 -0.12
N 0.535 -1.327 1.820 -0.15
C -0.638 -2.277 1.581 0.01
C -0.953 -2.419 0.056 -0.52
O -1.519 -3.407 -0.368 0.12
O -0.538 -1.372 -0.643 -0.04
C 0.284 -0.347 2.943 -0.02
C 0.788 1.064 2.501 -0.50
O 0.979 1.876 3.398 0.10
O 0.939 1.292 1.178 -0.03
H 3.068 -0.839 -0.644 0.16
H 3.623 -2.393 0.855 0.17
H 2.143 -3.191 0.208 0.15
H 2.451 -1.354 2.684 0.16
H 1.632 -2.947 2.535 0.15
H -1.467 -1.773 2.096 0.13
H -0.539 -3.261 2.027 0.14
H 0.805 -0.657 3.828 0.13
H -0.766 -0.200 3.209 0.14
C -0.756 2.116 -2.781 -0.26
P 0.650 1.128 -2.232 0.85
C 1.036 0.052 -3.649 -0.25
C 2.080 2.269 -2.343 -0.25
H -1.257 2.430 -1.851 -0.03
H -1.435 1.555 -3.371 0.04
H -0.308 3.012 -3.332 0.09
H 0.930 0.549 -4.609 0.06
H 0.375 -0.803 -3.710 0.05
H 2.010 -0.389 -3.505 0.04
H 2.481 2.407 -3.368 0.07
H 2.840 1.871 -1.623 0.05
H 1.911 3.241 -1.982 0.03
C -2.637 2.121 1.551 -0.33
S -2.362 1.192 -0.009 0.79
C -3.685 0.031 -0.118 -0.38
H -3.426 2.868 1.303 0.05
H -1.675 2.603 1.803 0.04
H -2.976 1.433 2.328 0.04
H -3.631 -0.590 0.769 0.04
H -3.481 -0.520 -1.011 0.04
H -4.649 0.533 -0.203 0.05


# 5
122
Properties=species:S:1:pos:R:3:lowdin_charge:R:1 method="wB97M-V/def2-TZVPD" charge=-1 gap_ev=4.97
C 15.029 -1.296 36.611 -0.08
C 14.913 -1.245 35.106 -0.67
C 15.957 -2.087 34.397 -0.09
O 13.658 -1.551 34.610 -0.30
H 14.365 -0.521 37.011 0.08
H 16.047 -1.094 36.967 0.06
H 14.581 -2.206 37.021 0.04
H 15.053 -0.190 34.774 0.11
H 16.010 -3.093 34.842 0.06
H 17.012 -1.762 34.494 0.03
H 15.881 -2.126 33.309 0.06
O 18.981 -0.698 36.179 -0.31
S 20.140 -0.217 36.892 0.59
O 20.609 1.131 36.736 -0.27
O 19.962 -0.465 38.481 -0.26
C 18.937 -1.356 38.955 -0.23
C 19.628 -2.230 40.005 -0.04
C 21.454 -1.360 36.480 -0.10
H 18.535 -1.943 38.130 0.10
H 18.133 -0.776 39.400 0.10
H 19.864 -1.686 40.922 0.08
H 20.609 -2.561 39.658 0.06
H 19.080 -3.132 40.270 0.06
H 22.118 -1.388 37.339 0.07
H 21.881 -0.949 35.570 0.07
H 20.911 -2.289 36.328 0.04
O 21.567 -4.697 38.262 -0.27
S 21.067 -5.578 37.258 0.58
O 20.172 -6.619 37.681 -0.28
O 20.350 -4.694 36.123 -0.27
C 19.547 -5.372 35.154 -0.29
C 19.032 -4.320 34.205 -0.06
C 22.443 -6.227 36.269 -0.10
H 18.711 -5.962 35.538 0.12
H 20.073 -6.145 34.580 0.12
H 19.838 -3.858 33.634 0.08
H 18.449 -3.564 34.736 0.06
H 18.328 -4.699 33.460 0.09
H 23.215 -6.586 36.943 0.07
H 22.846 -5.358 35.751 0.07
H 22.039 -6.957 35.577 0.06
O 10.980 -4.011 34.669 -0.27
S 11.739 -5.061 35.287 0.64
O 11.130 -6.208 35.928 -0.31
O 12.774 -5.579 34.106 -0.28
C 13.053 -4.664 33.043 -0.31
C 14.338 -5.068 32.351 -0.07
C 13.065 -4.421 36.333 -0.12
H 13.106 -3.648 33.460 0.09
H 12.221 -4.664 32.331 0.12
H 14.127 -6.070 31.973 0.07
H 15.174 -5.065 33.051 0.06
H 14.574 -4.314 31.601 0.07
H 13.782 -5.203 36.566 0.07
H 12.684 -3.958 37.244 0.07
H 13.559 -3.613 35.779 0.03
O 11.339 4.622 34.852 -0.31
S 11.952 3.576 34.065 0.63
O 11.327 2.317 33.854 -0.25
O 12.341 4.271 32.607 -0.29
C 12.572 5.692 32.613 -0.26
C 11.257 6.441 32.370 -0.07
C 13.656 3.350 34.695 -0.08
H 13.170 5.842 31.713 0.12
H 13.086 5.939 33.540 0.10
H 11.009 6.559 31.315 0.07
H 11.308 7.405 32.879 0.08
H 10.420 5.865 32.763 0.07
H 14.240 3.090 33.821 0.05
H 13.520 2.568 35.439 0.07
H 13.821 4.313 35.168 0.06
O 13.323 1.419 30.936 -0.28
S 12.483 0.261 30.972 0.62
O 11.262 0.167 31.730 -0.27
O 12.059 -0.009 29.408 -0.26
C 11.221 -1.141 29.186 -0.30
C 9.945 -0.690 28.477 -0.07
C 13.494 -1.173 31.304 -0.11
H 11.008 -1.710 30.092 0.11
H 11.722 -1.881 28.553 0.12
H 9.198 -0.299 29.164 0.08
H 9.582 -1.525 27.871 0.07
H 10.138 0.089 27.737 0.07
H 12.832 -2.034 31.265 0.05
H 13.922 -1.007 32.293 0.05
H 14.244 -1.277 30.522 0.07
C 17.823 3.175 37.183 -0.09
C 17.697 4.247 38.079 -0.09
C 17.173 3.976 39.334 -0.10
C 16.821 2.674 39.689 -0.10
C 16.818 1.671 38.760 -0.09
C 17.374 1.899 37.492 -0.08
H 18.330 3.294 36.232 0.10
H 18.025 5.256 37.874 0.09
H 17.067 4.770 40.063 0.09
H 16.447 2.412 40.674 0.10
H 16.551 0.639 38.948 0.09
H 17.325 1.107 36.759 0.08
C 17.628 0.192 32.460 -0.10
C 17.179 0.502 31.174 -0.09
C 16.707 1.786 30.900 -0.09
C 16.606 2.713 31.953 -0.09
C 16.906 2.313 33.231 -0.11
C 17.503 1.101 33.491 -0.08
H 18.100 -0.769 32.622 0.09
H 17.205 -0.266 30.412 0.09
H 16.343 2.032 29.912 0.10
H 16.201 3.698 31.761 0.10
H 16.637 2.969 34.055 0.09
H 17.790 0.825 34.497 0.08
C 16.280 -3.888 38.593 -0.10
C 17.345 -4.734 38.490 -0.09
C 17.758 -5.466 39.608 -0.09
C 17.218 -5.158 40.846 -0.12
C 16.133 -4.311 40.985 -0.09
C 15.659 -3.704 39.816 -0.08
H 15.988 -3.326 37.712 0.07
H 17.894 -4.926 37.575 0.09
H 18.504 -6.240 39.508 0.09
H 17.510 -5.660 41.766 0.10
H 15.676 -4.032 41.922 0.10
H 14.822 -3.022 39.923 0.10


The records above yield HOMO level values of -9.57, -8.22, -7.46, -11.66, -3.53 eV, respectively.
The records above yield energy above the lowest of the compared OMol25 structures with the same formula, charge and spin values of 27.2, 28.7, 330.4, 0.0, 0.0 kcal per mole, respectively.